The following is a DFT calculation (ωB97M-V with the def2-TZVPD basis set) of a 3-piece molecular cluster, C29H50N3O11P overall in a non-equilibrium geometry.

Output
- maximum force (eV/Å) = 11.65
- SMILES = CCCCCCc1cc(P(=N)(O)O)c2c(c1CC)C(=O)N(N=C=O)C2=O.COCCOCCOC.COCCOCCOC
- orbital gap (eV) = 7.02
- E_tot (eV) = -67144.22591

XYZ file:
```
94
Properties=species:S:1:pos:R:3:lowdin_charge:R:1
C 3.707 0.169 0.055 -0.143
C 2.413 -0.501 -0.704 -0.260
C 1.644 -1.673 0.147 -0.213
C 1.331 -1.305 1.713 -0.217
C -0.211 -0.802 1.997 -0.202
C -0.448 0.805 1.633 -0.160
C -1.443 1.050 0.352 -0.053
C -2.873 0.199 0.343 0.034
C -3.992 0.348 -0.891 -0.140
P -5.654 -0.592 -0.928 0.698
N -5.328 -2.137 -0.447 -0.232
O -6.403 -0.696 -2.496 -0.220
O -6.742 0.163 0.253 -0.260
C -3.593 1.393 -2.090 -0.021
C -2.186 2.235 -2.083 0.018
C -1.077 2.112 -0.881 -0.022
C 0.288 3.020 -0.928 -0.203
C 0.485 3.866 0.478 -0.128
C -2.236 3.115 -3.465 -0.182
O -1.724 4.303 -3.801 0.013
N -3.128 2.214 -4.344 -0.083
N -2.473 0.965 -4.316 0.036
C -2.246 0.547 -5.617 0.054
O -2.133 -0.077 -6.811 0.036
C -4.347 1.839 -3.475 -0.187
O -5.634 1.930 -3.820 0.014
H 4.206 -0.612 0.772 0.083
H 3.266 1.034 0.749 0.067
H 4.468 0.642 -0.706 0.080
H 2.840 -0.990 -1.706 0.117
H 1.604 0.277 -1.051 0.077
H 2.188 -2.718 0.031 0.115
H 0.581 -1.821 -0.377 0.117
H 2.040 -0.503 2.188 0.102
H 1.514 -2.308 2.333 0.117
H -0.974 -1.517 1.463 0.104
H -0.400 -0.940 3.163 0.107
H 0.618 1.278 1.535 0.092
H -1.002 1.253 2.589 0.130
H -3.087 -0.551 1.242 0.109
H -5.617 -2.816 -1.188 -0.022
H -7.066 0.075 -2.508 0.090
H -6.283 -0.052 1.140 0.086
H 0.108 3.843 -1.773 0.116
H 1.238 2.419 -1.259 0.098
H 0.778 4.993 0.272 0.088
H -0.514 3.868 1.124 0.094
H 1.318 3.300 1.099 0.067
C 1.349 1.165 -4.626 -0.113
O 2.096 0.121 -5.232 -0.204
C 1.624 -0.240 -6.527 -0.184
C 2.780 -0.373 -7.528 -0.166
O 3.453 0.845 -7.865 -0.123
C 4.202 1.487 -6.825 -0.169
C 5.430 0.721 -6.320 -0.184
O 5.050 -0.460 -5.614 -0.209
C 5.803 -1.607 -5.979 -0.111
H 0.474 0.747 -4.123 0.071
H 1.986 1.651 -3.884 0.082
H 1.040 1.925 -5.353 0.091
H 0.898 0.488 -6.913 0.116
H 1.119 -1.202 -6.432 0.124
H 2.356 -0.742 -8.470 0.128
H 3.495 -1.133 -7.215 0.105
H 3.545 1.780 -6.005 0.105
H 4.560 2.427 -7.263 0.127
H 5.982 1.351 -5.618 0.122
H 6.088 0.491 -7.171 0.122
H 6.049 -1.619 -7.045 0.086
H 5.196 -2.489 -5.768 0.087
H 6.716 -1.656 -5.380 0.086
C 0.205 -0.670 9.917 -0.109
O -0.978 -0.773 9.139 -0.205
C -1.200 0.348 8.287 -0.184
C -1.589 -0.094 6.870 -0.170
O -0.559 -0.746 6.118 -0.140
C -0.125 -2.031 6.583 -0.170
C -1.166 -3.154 6.500 -0.182
O -2.233 -2.940 7.424 -0.205
C -3.520 -3.147 6.862 -0.109
H -0.002 -0.100 10.825 0.086
H 0.518 -1.679 10.195 0.089
H 1.026 -0.206 9.358 0.087
H -0.317 0.997 8.231 0.122
H -2.017 0.926 8.720 0.123
H -1.835 0.812 6.302 0.125
H -2.500 -0.691 6.872 0.106
H 0.303 -1.952 7.582 0.106
H 0.709 -2.310 5.928 0.125
H -0.693 -4.101 6.770 0.124
H -1.533 -3.231 5.467 0.120
H -3.576 -2.818 5.820 0.084
H -4.237 -2.558 7.436 0.088
H -3.791 -4.204 6.939 0.088
```